15
Properties=species:S:1:pos:R:3:forces:R:3 method="wB97M-V/def2-TZVPD" smiles="[H]/N=C(/N)C(=S)[C@@H]1CN1" energy_ha=-718.920024 e_lumo_ev=-1.0 homo_lumo_gap_ev=8.406
C 0.176871 -0.578593 -1.494550 -0.200 1.538 -2.684
C 0.242919 -0.572456 0.056917 1.583 -1.493 -3.541
C -0.285236 0.538602 0.714026 -2.211 -0.014 -1.974
C 0.333939 0.974991 1.943378 -0.504 0.602 2.377
H -1.802096 0.221435 -1.628660 2.559 0.000 -0.909
H -1.006701 0.424304 -3.036455 0.789 -0.374 -2.286
H 1.719037 -1.584021 -1.492779 -1.177 1.600 -2.790
H -0.864506 1.176504 -0.125681 1.098 -0.772 3.031
H -0.093829 1.977413 1.960770 0.803 0.243 1.413
H 1.344962 0.695962 2.552086 -2.494 0.620 -2.352
H -0.294425 -0.828958 2.120221 -0.347 -1.009 0.284
N -0.820276 0.258919 -2.101698 -2.764 -0.626 5.181
N 1.104443 -1.002255 -2.281363 0.892 -2.152 4.314
N -0.864171 -0.007541 2.023446 0.970 3.437 -0.142
S 1.109069 -1.694308 0.790341 1.002 -1.601 0.078

15
Properties=species:S:1:pos:R:3:forces:R:3 method="wB97M-V/def2-TZVPD" smiles="[H]/N=C1/NC(=S)N[C@H]1C" energy_ha=-719.102584 e_lumo_ev=0.6 homo_lumo_gap_ev=9.162
C 1.712626 0.329044 0.419036 -0.017 0.018 0.549
C 0.297525 0.637631 -0.052301 -0.369 -0.282 0.576
C -1.696364 -0.332423 0.768174 0.204 0.193 0.103
C -0.251649 -0.392199 -1.034780 -0.222 -0.233 0.295
H 1.773888 -0.664175 0.875010 -0.143 0.111 -0.097
H 2.410779 0.357550 -0.407169 0.156 0.085 -0.230
H 2.040830 1.058059 1.177073 -0.129 -0.166 -0.324
H 0.251569 1.614285 -0.524901 0.054 0.253 -0.084
H -0.706588 1.108674 1.853876 -0.022 0.182 0.280
H -1.998271 -1.592354 -0.867829 -0.076 -0.121 -0.088
H 1.067704 -0.311025 -2.360683 0.012 -0.002 -0.107
N -0.700066 0.552093 1.027109 0.158 -0.437 -0.872
N -1.413797 -0.890780 -0.454979 0.339 0.380 0.053
N 0.199750 -0.791699 -2.141587 0.052 0.028 -0.027
S -2.987936 -0.682681 1.723951 0.002 -0.009 -0.027

15
Properties=species:S:1:pos:R:3:forces:R:3 method="wB97M-V/def2-TZVPD" energy_ha=-719.040242 e_lumo_ev=0.1 homo_lumo_gap_ev=8.869
C -0.455581 -0.165101 1.851935 -0.123 0.473 1.832
C -0.123629 -0.330670 0.587613 0.072 -0.390 -0.970
C -1.314298 -0.670739 -1.588425 0.403 0.139 -1.031
C 1.770478 1.201656 0.416145 0.136 -0.422 -0.583
H -1.463373 -0.405311 2.197389 0.351 -0.007 -0.252
H 0.230983 0.216241 2.640778 -0.471 -0.317 -0.987
H -1.476339 -1.785722 0.065483 -0.207 -0.440 0.434
H -1.877914 -1.460085 -2.115233 -0.074 0.409 0.468
H -0.368179 0.956861 -1.723038 -0.029 0.429 0.161
H 1.461664 -0.409039 -0.747572 0.354 -0.625 -0.680
H 1.219438 1.811811 1.111247 -0.169 0.123 0.344
N -0.917730 -1.060940 -0.320750 0.122 0.263 -0.002
N -1.005966 0.372375 -2.248185 -0.107 -0.660 0.197
N 1.082482 0.096434 0.014875 -0.094 1.090 0.991
S 3.237964 1.632229 -0.142262 -0.164 -0.063 0.078

16
Properties=species:S:1:pos:R:3:forces:R:3 method="wB97M-V/def2-TZVPD" smiles=Cc1[nH][n+]([S-])c(C)[n+]1[S-] energy_ha=-1117.148503 e_lumo_ev="-0.1 / -0.1" homo_lumo_gap_ev="7.610 / 7.611"
C 0.722439 -0.438898 -0.644729 0.207 -1.070 -0.687
C -0.962551 0.275449 0.547886 0.840 -3.162 -1.215
C 2.076887 -0.356022 -1.228802 3.529 0.913 -0.425
C -1.562504 1.237500 1.435476 -3.139 -0.499 -0.704
N -0.212724 -1.462052 -0.657217 2.181 4.171 1.499
N 0.268022 0.577385 0.071874 -0.031 -1.254 -0.784
N -1.278871 -1.029609 0.128412 1.534 2.785 -0.052
S 1.091736 2.003255 0.362423 1.062 1.349 0.122
S -2.530270 -2.026960 0.507575 -1.268 -0.639 0.329
H 2.250064 0.420508 -2.093500 -0.863 -1.231 1.818
H 2.863293 -0.041518 -0.407750 -1.992 0.061 -1.175
H 2.658589 -1.242700 -1.549721 -1.441 -0.275 -0.141
H -0.981062 2.170815 1.470204 -0.450 -0.497 -0.255
H -2.627087 1.290144 1.019632 1.074 0.647 0.893
H -1.653446 0.779597 2.396488 -0.137 -0.151 0.943
H -0.122515 -2.156893 -1.358252 -1.105 -1.148 -0.165

15
Properties=species:S:1:pos:R:3:forces:R:3 method="wB97M-V/def2-TZVPD" energy_ha=-375.285425 total_charge=+1 e_lumo_ev="-4.9 / -4.9" homo_lumo_gap_ev="8.455 / 8.455"
C -1.238183 1.078111 -0.150302 -0.292 -0.719 -0.149
C 1.464606 -0.955072 -0.360881 0.577 0.931 -0.138
C -1.608599 -0.403536 -0.146239 -0.088 0.515 -0.340
C -0.696574 -1.290642 0.589168 0.236 -0.381 -0.041
N -0.189924 1.700113 0.114154 -0.130 1.513 -0.504
N 0.502132 -1.544640 0.254823 -0.555 -0.320 0.750
N 1.772995 0.330105 -0.192439 -0.054 -0.412 -0.441
N 1.017033 1.237242 0.524342 0.602 -0.638 1.222
H -2.062443 1.710435 -0.455508 -0.105 0.082 0.066
H 2.145651 -1.549198 -0.955555 0.054 0.114 -0.169
H -2.622022 -0.481563 0.250376 0.094 -0.025 -0.044
H -1.651031 -0.673332 -1.209307 -0.025 -0.223 0.104
H -1.079610 -1.841359 1.443412 -0.011 -0.009 0.042
H 2.665870 0.660638 -0.549300 -0.251 -0.021 -0.034
H 1.580094 2.022701 0.843263 -0.052 -0.406 -0.325

16
Properties=species:S:1:pos:R:3:forces:R:3 method="wB97M-V/def2-TZVPD" energy_ha=-430.237827 e_lumo_ev=0.3 homo_lumo_gap_ev=9.440
C 2.336437 0.168533 -0.020859 -3.387 0.225 0.009
C -0.642865 -0.645025 0.487025 -0.082 -0.040 0.292
C -0.599158 -0.352742 -1.004424 0.022 0.028 -0.326
C 0.029203 0.555866 -0.035732 2.593 -0.429 0.216
N 3.116527 -0.905544 0.215256 -0.234 0.999 -0.216
N 3.118618 1.205412 -0.216997 -1.093 -0.114 0.003
N 4.400112 -0.485982 0.153625 0.658 -0.997 0.215
N 4.367982 0.754271 -0.102799 1.135 0.137 0.003
N -0.156633 1.867323 0.215566 0.062 -0.340 -0.162
H -1.582393 -0.513776 1.009453 -0.015 0.135 -0.051
H -0.052276 -1.465354 0.866014 0.094 0.075 -0.061
H 0.016162 -0.975496 -1.634679 0.110 0.031 0.078
H -1.508516 -0.012722 -1.481516 -0.049 0.109 0.061
H 2.869330 -1.860397 0.424633 0.208 0.215 -0.063
H 0.176200 2.494510 -0.505419 -0.035 -0.020 0.108
H 0.062973 2.173548 1.153397 0.013 -0.015 -0.106

16
Properties=species:S:1:pos:R:3:forces:R:3 method="wB97M-V/def2-TZVPD" energy_ha=-430.107680 e_lumo_ev=-0.6 homo_lumo_gap_ev=7.531
C 0.105011 0.470955 0.184760 -3.477 1.273 0.849
C -0.078303 0.657292 1.608896 0.773 0.271 -3.826
C 0.523563 -0.352748 2.164756 2.201 -2.867 1.242
C 0.548483 -0.806706 -0.032324 2.484 2.449 3.991
H -0.799244 1.007665 -2.721337 -2.457 -0.171 4.302
H -1.843528 -0.396347 -1.586338 1.807 4.789 0.315
H -1.179905 2.090601 0.077414 2.497 -2.372 -2.670
H -0.371207 1.560962 1.949877 -1.258 2.393 1.566
H 0.624797 -0.638245 3.170833 0.164 -0.036 1.142
H 1.353877 -2.210646 1.419293 -0.862 3.239 -0.663
H 0.409330 -0.071810 -1.989005 -0.722 -0.240 -0.767
N -1.397451 0.996640 -1.617343 -0.360 -4.007 -5.350
N -0.533056 1.402494 -0.633811 -1.928 2.344 2.645
N 1.088346 -1.151673 1.216433 -0.309 -4.186 1.781
N 1.023626 -1.494689 -0.997990 -2.454 -1.803 -8.172
N 0.525660 -1.063745 -2.214112 3.901 -1.078 3.616

13
Properties=species:S:1:pos:R:3:forces:R:3 method="wB97M-V/def2-TZVPD" energy_ha=-286.539646 e_lumo_ev=0.7 homo_lumo_gap_ev=10.506
C -0.782276 -0.450743 1.367607 0.008 0.069 -0.037
C -0.641903 0.080619 -0.012204 -0.111 0.038 0.188
C 0.154619 -0.378202 -1.211810 0.132 -0.167 0.004
C -0.544624 0.873928 -1.772246 0.014 0.272 -0.421
O -0.550596 1.467503 -2.804542 -0.021 -0.227 0.362
N -1.222322 1.123343 -0.519706 0.080 -0.083 0.105
H -1.209248 0.315023 2.020506 0.042 -0.158 -0.098
H -1.447209 -1.323327 1.357262 0.096 0.117 -0.019
H 0.186786 -0.781441 1.754124 -0.164 0.060 -0.057
H 2.626138 0.086429 1.494577 0.011 0.009 -0.012
H 1.242290 -0.327827 -1.130444 -0.077 0.030 -0.003
H -0.136428 -1.330948 -1.654421 -0.028 0.026 -0.023
H 2.324772 0.645643 1.111296 0.017 0.015 0.011

13
Properties=species:S:1:pos:R:3:forces:R:3 method="wB97M-V/def2-TZVPD" smiles=CO[C@@H](C)C#N energy_ha=-286.573397 e_lumo_ev=0.9 homo_lumo_gap_ev=11.665
C -1.564627 1.159902 0.103495 -0.207 0.078 -0.065
O -0.413441 0.613043 0.730442 0.050 -0.157 0.101
C 0.532911 0.046485 -0.141106 0.133 -0.151 -0.102
C 1.527710 -0.832590 0.617726 0.062 0.015 0.078
C -0.136796 -0.867795 -1.099691 -0.542 -0.726 -0.635
N -0.685211 -1.658477 -1.740210 0.537 0.763 0.433
H -1.956689 0.482851 -0.665457 0.009 0.104 0.148
H -1.375282 2.139545 -0.358060 0.143 -0.151 0.116
H -2.321186 1.270761 0.882352 0.148 0.044 -0.082
H 1.075096 0.832357 -0.690836 -0.180 -0.149 -0.046
H 2.098896 -0.264079 1.353512 -0.140 0.050 -0.084
H 0.998477 -1.649650 1.115988 0.052 0.184 -0.026
H 2.220141 -1.272353 -0.108155 -0.064 0.096 0.164

13
Properties=species:S:1:pos:R:3:forces:R:3 method="wB97M-V/def2-TZVPD" energy_ha=-286.426863 e_lumo_ev="-1.0 / -1.0" homo_lumo_gap_ev="8.302 / 8.298"
O 2.489609 -1.604287 -0.405756 -0.204 0.325 -0.032
C 1.803919 -0.610578 -0.479188 0.125 -0.130 0.061
N 0.918997 -0.229283 0.498269 0.103 -0.101 0.075
C 0.025959 0.830019 0.356801 -0.078 0.019 -0.057
C -0.987985 1.100152 1.185562 0.022 -0.061 -0.093
C -1.189774 -0.610251 -1.503088 -0.179 -0.012 0.244
H 1.819008 0.089572 -1.331533 0.026 -0.101 0.053
H 0.834217 -0.859319 1.284761 -0.018 0.055 -0.034
H 0.242398 1.470061 -0.492075 -0.003 -0.035 0.105
H -1.221596 0.491383 2.054649 0.115 0.007 -0.133
H -1.582548 1.993775 1.038240 0.040 -0.175 -0.100
H -2.245079 -0.484407 -1.181488 0.114 -0.002 -0.081
H -0.907126 -1.576835 -1.025159 -0.064 0.212 -0.007

13
Properties=species:S:1:pos:R:3:forces:R:3 method="wB97M-V/def2-TZVPD" smiles="C[C@H]1CN1C=O" energy_ha=-286.566105 e_lumo_ev=1.0 homo_lumo_gap_ev=10.779
C -1.316585 -0.164402 0.673140 0.100 -0.029 -0.074
C -0.294957 -0.770575 -0.276263 -0.203 -0.134 0.062
C 0.338909 0.058590 -1.351854 -0.109 0.087 -0.237
N 1.097018 -0.365588 -0.207432 0.245 0.161 0.165
C 1.609817 0.529246 0.713833 0.073 0.212 -0.096
O 2.085523 1.605461 0.435404 -0.150 -0.386 0.130
H -0.899914 -0.053219 1.674830 -0.083 -0.055 0.022
H -2.191401 -0.810591 0.749613 0.041 0.039 -0.031
H -1.653430 0.817435 0.337285 0.077 -0.021 0.017
H -0.414031 -1.835799 -0.469816 0.011 0.178 0.011
H 0.617250 -0.387866 -2.303000 -0.041 0.048 0.153
H 0.073032 1.114690 -1.388743 0.024 -0.186 0.004
H 1.602753 0.124190 1.743248 0.014 0.087 -0.127

13
Properties=species:S:1:pos:R:3:forces:R:3 method="wB97M-V/def2-TZVPD" energy_ha=-286.458043 e_lumo_ev=0.7 homo_lumo_gap_ev=9.478
N -0.431015 1.840428 1.483256 -0.065 -0.339 -0.160
C -0.349022 0.795404 0.789788 0.119 0.238 0.108
C 0.813184 0.452384 -0.124420 0.024 -0.014 0.001
C 0.386943 -0.524793 -1.203633 0.159 0.063 -0.008
C -1.012026 -1.391473 0.219811 0.213 0.021 0.087
O -1.344632 -0.157623 0.706816 -0.073 0.076 0.033
H -1.290968 1.836929 2.033169 0.065 0.020 -0.033
H 1.196736 1.389804 -0.534610 -0.072 -0.126 0.054
H 1.609420 0.014451 0.488891 -0.131 0.055 -0.068
H 1.156625 -1.245591 -1.482680 -0.129 0.097 0.054
H -0.013226 -0.023839 -2.091419 0.005 -0.093 0.123
H -0.094712 -1.747794 0.728076 -0.095 0.020 -0.070
H -0.627306 -1.238289 -1.013047 -0.021 -0.019 -0.122